(w)
{"formula": "C27H27BrN4O4Ti", "method": "wB97M-V/def2-TZVPD", "homo_ev": [1.350, -1.120], "charge": -2, "s2": 2.0198, "lumo_energy_ev": [4.2733, 4.2725], "multiplicity": 3, "symbols": ["Br", "Ti", "O", "O", "O", "O", "N", "N", "N", "N", "C", "C", "C", "C", "C", "C", "C", "C", "C", "C", "C", "C", "C", "C", "C", "C", "C", "C", "C", "C", "C", "C", "C", "C", "C", "C", "C", "H", "H", "H", "H", "H", "H", "H", "H", "H", "H", "H", "H", "H", "H", "H", "H", "H", "H", "H", "H", "H", "H", "H", "H", "H", "H", "H"], "coordinates": [[-0.751, -1.408, 2.370], [0.293, 0.230, 0.504], [0.076, -1.234, -0.855], [-0.224, 1.828, 1.308], [2.122, 0.280, 1.474], [3.408, 0.643, 3.750], [2.763, 1.585, -0.314], [-3.190, -0.801, -0.139], [-1.526, 1.153, -1.247], [1.738, 0.866, -0.914], [-3.305, -0.464, -1.487], [-0.713, -1.960, -4.297], [3.872, 1.907, 1.765], [-0.235, 2.559, 3.561], [-0.969, 2.298, -1.709], [-2.826, 1.060, -3.336], [-0.677, -2.034, -2.926], [0.882, -0.195, -2.870], [4.625, 2.930, 1.187], [5.774, 3.373, 3.238], [-4.432, -0.743, -3.612], [-1.239, 2.852, -2.938], [-2.140, 2.208, -3.806], [5.044, 2.364, 3.840], [0.849, -0.160, -4.271], [0.054, -1.019, -4.996], [-0.501, 2.925, 2.096], [0.403, 4.091, 1.678], [0.098, -1.140, -2.150], [4.099, 1.628, 3.124], [-1.972, 3.311, 1.903], [-3.765, 0.357, -4.123], [5.565, 3.658, 1.897], [-2.544, 0.605, -2.009], [1.789, 0.681, -2.178], [-4.218, -1.144, -2.300], [2.842, 1.197, 0.937], [-3.313, -1.779, 0.066], [1.450, 3.789, 1.753], [-0.445, 3.398, 4.231], [-0.858, 1.706, 3.835], [-1.296, -2.739, -2.385], [6.124, 4.448, 1.412], [3.631, 0.658, 4.686], [-3.946, 0.691, -5.140], [-5.137, -1.287, -4.233], [6.498, 3.933, 3.819], [-1.367, -2.629, -4.845], [-0.727, 3.763, -3.232], [-2.353, -0.454, 0.302], [-2.341, 2.582, -4.804], [0.240, 4.970, 2.309], [-4.773, -1.978, -1.880], [-2.605, 2.466, 2.181], [4.430, 3.139, 0.144], [-2.242, 4.182, 2.509], [-2.153, 3.529, 0.849], [0.200, 4.361, 0.639], [2.588, 1.156, -2.749], [-0.233, 2.756, -1.057], [5.199, 2.133, 4.890], [0.809, 2.255, 3.671], [1.451, 0.588, -4.778], [0.001, -0.955, -6.075]], "lowdin_spin": [0.017, 0.947, 0.011, -0.013, 0.015, 0.000, 0.000, 0.020, 0.209, 0.003, 0.069, 0.001, 0.000, 0.000, 0.107, 0.022, -0.001, 0.002, 0.000, 0.000, 0.032, 0.098, 0.244, 0.000, 0.002, -0.001, -0.002, 0.000, 0.005, 0.000, 0.001, 0.060, 0.000, 0.044, 0.012, 0.044, 0.002, 0.003, 0.000, 0.000, 0.000, 0.000, 0.000, 0.000, 0.001, 0.002, 0.000, 0.000, 0.004, 0.004, 0.019, 0.000, 0.006, 0.000, 0.000, 0.000, 0.002, 0.001, 0.001, 0.006, 0.000, 0.000, 0.000, 0.000]}

(x)
{"formula": "C27H27BrN4O4Ti", "method": "wB97M-V/def2-TZVPD", "homo_ev": [0.661, -1.732], "charge": -2, "s2": 2.0218, "lumo_energy_ev": [4.7691, 4.7681], "multiplicity": 3, "symbols": ["Br", "Ti", "O", "O", "O", "O", "N", "N", "N", "N", "C", "C", "C", "C", "C", "C", "C", "C", "C", "C", "C", "C", "C", "C", "C", "C", "C", "C", "C", "C", "C", "C", "C", "C", "C", "C", "C", "H", "H", "H", "H", "H", "H", "H", "H", "H", "H", "H", "H", "H", "H", "H", "H", "H", "H", "H", "H", "H", "H", "H", "H", "H", "H", "H"], "coordinates": [[-2.237, 2.027, 1.300], [-0.353, 0.254, 0.208], [-1.811, 2.598, -3.315], [-0.081, -0.324, 1.973], [0.852, -1.202, -0.428], [-1.346, 0.834, -1.546], [-2.861, -0.827, -1.006], [2.969, 0.124, 1.562], [1.227, 1.762, -0.130], [-1.808, -1.148, -0.174], [-0.143, -0.437, 3.340], [3.373, 0.597, 0.303], [-3.962, 2.594, -4.274], [0.131, 0.947, 3.972], [0.672, 2.897, -0.653], [-5.617, 0.967, -3.626], [4.466, 1.759, -2.005], [-1.541, -0.945, 3.726], [-5.233, 2.069, -4.392], [1.248, 3.624, -1.669], [-0.422, -2.946, 0.486], [0.807, -2.325, 0.105], [-3.031, 2.041, -3.394], [0.801, -4.888, 1.241], [2.558, 1.496, -0.478], [-3.409, 0.920, -2.622], [-1.702, -2.322, 0.183], [-2.490, 0.297, -1.683], [2.476, 3.212, -2.217], [2.010, -4.299, 0.850], [2.032, -3.064, 0.289], [5.168, 0.796, -1.314], [3.172, 2.157, -1.595], [0.920, -1.454, 3.777], [-0.381, -4.213, 1.045], [4.647, 0.239, -0.159], [-4.713, 0.410, -2.756], [-2.609, -2.931, 0.159], [-0.599, 1.665, 3.599], [0.761, -2.402, 3.250], [1.989, 0.187, 1.711], [-2.278, -0.209, 3.410], [2.929, 3.725, -3.062], [-1.632, -1.123, 4.802], [0.070, 0.905, 5.071], [-6.619, 0.560, -3.711], [5.239, -0.463, 0.426], [-0.318, 3.140, -0.283], [-1.320, -4.681, 1.332], [3.250, -0.823, 1.719], [2.950, -2.596, -0.045], [-1.338, 2.095, -2.595], [4.901, 2.237, -2.880], [0.872, -1.635, 4.857], [-1.730, -1.888, 3.196], [2.944, -4.839, 0.991], [1.922, -1.070, 3.538], [6.155, 0.492, -1.654], [0.790, -5.875, 1.689], [-4.978, -0.439, -2.142], [1.134, 1.279, 3.694], [-5.937, 2.522, -5.080], [0.711, 4.481, -2.062], [-3.648, 3.457, -4.854]], "lowdin_spin": [0.010, 0.957, 0.001, -0.007, 0.027, 0.002, 0.006, 0.007, 0.189, 0.000, -0.001, 0.045, 0.000, 0.000, 0.149, 0.000, 0.061, 0.000, 0.000, 0.083, 0.001, 0.004, 0.000, 0.002, 0.060, 0.000, 0.010, -0.001, 0.254, 0.003, 0.002, 0.015, 0.022, 0.000, 0.003, 0.057, 0.000, 0.000, 0.000, 0.000, 0.001, 0.000, 0.018, 0.000, 0.000, 0.000, 0.006, 0.008, 0.000, 0.001, 0.001, 0.001, 0.002, 0.000, 0.000, 0.000, 0.000, 0.000, 0.000, 0.000, 0.000, 0.000, 0.000, 0.000]}

The structure with the most favorable energy is (x); the runner-up is 0.549 eV above it.

(w)
{"formula": "C5H4N2S", "method": "wB97M-V/def2-TZVPD", "homo_ev": -9.080, "lumo_energy_ev": 0.0802, "multiplicity": 1, "symbols": ["S", "N", "N", "C", "C", "C", "C", "C", "H", "H", "H", "H"], "coordinates": [[2.157, -0.301, -0.105], [-2.011, 0.572, 0.001], [-1.208, 0.231, -1.138], [0.596, 0.024, 0.446], [-0.191, 0.216, 1.502], [-1.455, 0.537, 1.248], [0.072, 0.113, -0.803], [1.190, -0.494, -1.548], [1.601, 0.101, -2.555], [1.092, -1.570, -1.847], [-2.031, 0.431, 2.218], [0.187, 0.139, 2.583]], "mulliken_charge": [-0.203, -0.418, -0.405, 0.429, -0.170, -0.098, -0.088, -0.156, 0.266, 0.257, 0.296, 0.290]}

(x)
{"formula": "C5H4N2S", "method": "wB97M-V/def2-TZVPD", "homo_ev": -8.126, "smiles": "C#Cc1[nH]cnc1S", "lumo_energy_ev": 0.7831, "multiplicity": 1, "symbols": ["S", "N", "N", "C", "C", "C", "C", "C", "H", "H", "H", "H"], "coordinates": [[-1.500, -0.454, -2.168], [-0.020, 0.648, 1.284], [-1.917, 0.866, 0.159], [0.161, -0.020, 0.083], [2.363, -1.256, -0.602], [-1.283, 1.144, 1.266], [1.358, -0.688, -0.266], [-1.029, 0.142, -0.581], [3.267, -1.759, -0.912], [-0.339, -1.056, -2.404], [-1.708, 1.733, 2.104], [0.647, 0.700, 2.037]], "mulliken_charge": [-0.217, -0.056, -0.614, 0.083, 0.191, -0.085, -0.689, 0.290, 0.422, 0.110, 0.371, 0.195]}

The structure with the most favorable energy is (x); the runner-up is 1.710 eV above it.

(w)
{"formula": "C4H8N", "method": "wB97M-V/def2-TZVPD", "homo_ev": -14.814, "charge": 1, "lumo_energy_ev": -5.4621, "multiplicity": 1, "symbols": ["N", "C", "C", "C", "C", "H", "H", "H", "H", "H", "H", "H", "H"], "coordinates": [[-0.514, 0.068, 0.426], [1.744, 0.687, -1.045], [0.531, 0.447, -0.575], [-0.621, -0.261, 1.690], [-0.847, 0.719, -0.535], [-0.348, -1.396, -1.532], [-1.162, -1.260, 1.919], [-0.555, -2.000, -1.168], [2.688, 0.282, -0.909], [0.424, -0.316, 2.275], [-1.691, 1.133, -1.091], [-1.272, 0.426, 2.286], [1.624, 1.469, -1.740]], "mulliken_charge": [0.304, -0.780, 0.042, -0.774, 0.294, -0.100, 0.330, 0.145, 0.341, 0.301, 0.312, 0.349, 0.237]}

(x)
{"formula": "C4H8N", "method": "wB97M-V/def2-TZVPD", "homo_ev": -16.401, "charge": 1, "lumo_energy_ev": -4.7830, "multiplicity": 1, "symbols": ["N", "C", "C", "C", "C", "H", "H", "H", "H", "H", "H", "H", "H"], "coordinates": [[-0.415, 0.044, -0.127], [0.609, 0.651, 0.733], [0.475, -0.574, -0.884], [1.669, 0.006, -0.100], [-1.829, -0.073, -0.095], [2.066, -1.005, 0.390], [-2.124, -0.383, 0.968], [2.436, 0.405, -0.734], [0.681, 0.160, 1.759], [0.574, 1.734, 0.912], [-2.144, -0.764, -0.961], [-2.296, 0.908, -0.100], [0.298, -1.110, -1.759]], "mulliken_charge": [0.162, -0.539, -0.136, -0.486, -0.639, 0.277, 0.313, 0.383, 0.267, 0.364, 0.253, 0.325, 0.458]}

The structure with the most favorable energy is (x); the runner-up is 4.374 eV above it.

(w)
{"formula": "C4H8N", "method": "wB97M-V/def2-TZVPD", "homo_ev": -16.315, "charge": 1, "lumo_energy_ev": -4.9763, "multiplicity": 1, "symbols": ["N", "C", "C", "C", "C", "H", "H", "H", "H", "H", "H", "H", "H"], "coordinates": [[0.150, 0.424, -0.530], [-0.827, 0.614, 0.507], [-0.495, -0.689, 1.267], [0.295, -0.924, -0.021], [0.910, 0.939, -1.395], [0.810, 1.955, -1.847], [-1.850, 0.546, 0.073], [-0.218, -1.512, -0.692], [1.787, 0.419, -1.808], [-1.344, -1.372, 1.522], [-0.697, 1.616, 0.843], [0.128, -0.566, 2.223], [1.350, -1.451, -0.140]], "mulliken_charge": [0.149, -0.504, -0.426, -0.623, -0.025, 0.267, 0.257, 0.323, 0.243, 0.299, 0.395, 0.267, 0.377]}

(x)
{"formula": "C4H8N", "method": "wB97M-V/def2-TZVPD", "homo_ev": [-13.013, -15.304], "charge": 1, "lumo_energy_ev": [-8.0582, -5.2530], "multiplicity": 1, "symbols": ["N", "C", "C", "C", "C", "H", "H", "H", "H", "H", "H", "H", "H"], "coordinates": [[-0.136, -1.249, -0.941], [0.451, -1.527, 0.437], [0.708, -0.540, -1.871], [-0.947, 2.307, 2.091], [-0.591, -0.717, 0.344], [-1.574, 2.492, 3.007], [-0.558, -2.044, -1.352], [-1.092, 3.060, 1.355], [1.684, -0.995, -1.685], [0.244, -0.525, -2.881], [-0.071, 1.715, 2.309], [0.996, 0.452, -1.499], [0.888, -2.430, 0.686]], "mulliken_charge": [-0.033, -0.112, -0.782, -0.556, -0.113, 0.271, 0.308, 0.298, 0.359, 0.327, 0.359, 0.291, 0.382]}

(y)
{"formula": "C4H8N", "method": "wB97M-V/def2-TZVPD", "homo_ev": [-12.544, -15.458], "charge": 1, "lumo_energy_ev": [-7.0909, -4.7522], "multiplicity": 1, "symbols": ["N", "C", "C", "C", "C", "H", "H", "H", "H", "H", "H", "H", "H"], "coordinates": [[-0.877, 0.260, 0.048], [3.427, -0.269, 0.015], [-2.335, 0.485, 0.178], [-1.704, -0.855, -0.320], [0.136, 0.993, -0.046], [4.260, 0.402, 0.191], [-2.838, 1.042, -0.568], [3.201, -0.906, 0.922], [-1.675, -1.193, -1.335], [2.979, -0.580, -0.938], [-1.801, -1.662, 0.461], [-2.791, 0.239, 1.095], [0.017, 2.042, 0.297]], "mulliken_charge": [0.076, -0.770, -0.477, -0.261, 0.020, 0.314, 0.321, 0.293, 0.306, 0.359, 0.234, 0.285, 0.301]}

The structure with the most favorable energy is (w); the runner-up is 4.814 eV above it.

(w)
{"formula": "C4H8N3S", "method": "wB97M-V/def2-TZVPD", "homo_ev": -12.991, "charge": 1, "lumo_energy_ev": -3.7913, "multiplicity": 1, "symbols": ["S", "N", "N", "N", "C", "C", "C", "C", "H", "H", "H", "H", "H", "H", "H", "H"], "coordinates": [[-0.509, 0.579, -1.856], [-0.246, -1.341, 0.063], [-1.409, 0.412, 0.804], [-0.144, 2.657, 1.981], [-0.645, -0.218, -0.312], [1.646, -1.941, -1.441], [0.611, -2.120, -0.633], [0.600, 3.496, 2.199], [-2.286, 0.841, 0.630], [-1.547, -0.354, 1.573], [0.237, -3.185, -0.555], [2.017, -0.936, -1.666], [2.164, -2.880, -1.869], [-0.864, -0.572, -2.520], [1.322, 4.234, 2.417], [-0.949, 1.326, 1.185]], "mulliken_charge": [-0.197, -0.440, -0.232, -0.405, 0.439, -0.474, -0.143, -0.067, 0.412, 0.415, 0.236, 0.291, 0.235, 0.250, 0.345, 0.334]}

(x)
{"formula": "C4H8N3S", "method": "wB97M-V/def2-TZVPD", "homo_ev": -13.763, "charge": 1, "lumo_energy_ev": -4.5592, "multiplicity": 1, "symbols": ["S", "N", "N", "N", "C", "C", "C", "C", "H", "H", "H", "H", "H", "H", "H", "H"], "coordinates": [[2.978, 0.072, 0.290], [0.687, -1.359, 0.487], [-1.323, 0.643, 1.403], [-1.462, -0.852, -0.284], [-0.220, -1.274, -0.418], [1.754, 1.015, -0.648], [-2.068, 0.004, 0.647], [1.934, -1.242, 0.756], [-3.167, 0.006, 0.337], [2.276, 2.018, -0.925], [-0.064, -1.655, -1.443], [-2.166, -1.071, -1.051], [2.294, -1.893, 1.524], [0.845, 1.289, -0.018], [-1.716, 1.216, 2.076], [1.259, 0.576, -1.519]], "mulliken_charge": [0.093, -0.237, -0.452, -0.143, -0.084, -0.798, 0.032, -0.008, 0.321, 0.337, 0.415, 0.322, 0.375, 0.258, 0.226, 0.344]}

The structure with the most favorable energy is (x); the runner-up is 0.838 eV above it.